1.
# C16H18N2O6

A single C16H18N2O6 molecule in a non-equilibrium geometry (ωB97M-V/def2-TZVPD, OMol25).

Geometry (Å):
C (0.234, 0.708, -4.448)
C (0.517, 0.597, -2.957)
O (1.620, 1.440, -2.675)
C (2.080, 1.528, -1.392)
C (1.517, 0.816, -0.347)
C (1.992, 0.909, 0.966)
C (3.078, 1.761, 1.210)
C (3.646, 2.472, 0.181)
C (3.175, 2.380, -1.131)
O (3.857, 3.150, -2.013)
C (3.521, 3.195, -3.382)
H (3.623, 2.216, -3.855)
H (4.233, 3.891, -3.825)
H (2.505, 3.564, -3.536)
H (4.483, 3.130, 0.357)
H (3.473, 1.862, 2.209)
C (1.436, 0.187, 2.074)
C (0.424, -0.708, 2.178)
N (0.095, -1.271, 3.414)
C (-0.952, -2.139, 3.335)
O (-1.462, -2.777, 4.219)
N (-1.293, -2.177, 1.986)
C (-0.529, -1.314, 1.228)
O (-0.672, -1.175, 0.031)
C (-2.457, -2.862, 1.500)
C (-3.715, -2.124, 1.948)
O (-3.725, -1.005, 2.380)
O (-4.793, -2.887, 1.786)
C (-6.033, -2.310, 2.181)
H (-6.230, -1.404, 1.605)
H (-6.008, -2.056, 3.242)
H (-6.793, -3.062, 1.985)
H (-2.412, -2.870, 0.407)
H (-2.483, -3.885, 1.882)
H (0.542, -1.027, 4.282)
H (1.932, 0.403, 3.016)
H (0.683, 0.166, -0.536)
H (-0.359, 0.914, -2.378)
H (0.754, -0.440, -2.690)
H (-0.608, 0.074, -4.708)
H (1.104, 0.395, -5.019)
H (0.000, 1.736, -4.710)

Properties
2S+1 = 1
LUMO energy = -0.2 eV
E_HOMO = -0.279 hartree

2.
# C16H18N2O6S

A single C16H18N2O6S molecule in a non-equilibrium geometry (ωB97M-V/def2-TZVPD, OMol25).

Geometry (Å):
C (-5.524, -0.638, -1.035)
C (-4.769, -0.368, 0.217)
H (-5.244, -0.836, 0.998)
H (-4.920, 0.673, 0.454)
O (-3.524, -0.923, -0.013)
C (-2.866, -0.583, 1.282)
O (-3.340, -0.106, 2.398)
C (-1.440, -0.868, 0.941)
C (-0.793, -1.361, -0.124)
N (0.622, -1.608, 0.159)
C (0.903, -1.013, 1.372)
N (2.149, -1.129, 1.695)
C (3.417, -0.976, 1.027)
O (4.481, -0.784, 1.729)
C (3.213, -0.325, -0.429)
C (4.431, 0.342, -0.675)
C (5.616, -0.797, -1.119)
H (5.190, -1.363, -1.867)
H (6.565, -0.006, -1.603)
H (5.834, -1.170, -0.182)
H (4.822, 1.036, -0.110)
H (4.115, 1.069, -1.518)
H (2.975, -1.065, -0.867)
O (2.028, 0.600, -0.288)
C (1.813, 1.571, 0.299)
O (2.607, 1.578, 1.495)
C (0.519, 1.838, 0.328)
C (-0.365, 2.019, -0.721)
C (-1.621, 2.554, -0.201)
C (-1.210, 3.103, 0.974)
O (-0.006, 2.918, 1.242)
H (-1.850, 3.738, 1.435)
H (-2.424, 2.735, -0.841)
H (-0.271, 1.156, -1.602)
H (2.353, -1.380, 2.803)
S (-0.288, -0.437, 2.434)
C (-1.294, -1.732, -1.522)
H (-1.916, -0.895, -1.471)
H (-0.532, -1.933, -2.020)
H (-2.094, -2.472, -1.157)
H (-5.004, -0.144, -1.744)
H (-6.762, -0.285, -0.841)
H (-5.596, -1.737, -1.330)

Properties
2S+1 = 1
LUMO energy = -0.5 eV
E_HOMO = -0.321 hartree

3.
# C16H18N4O3

A single C16H18N4O3 molecule in a non-equilibrium geometry (ωB97M-V/def2-TZVPD, OMol25).

Geometry (Å):
C (-4.849, -1.565, -0.637)
H (-5.687, -1.545, 0.056)
H (-5.180, -1.151, -1.587)
H (-4.556, -2.601, -0.794)
C (-3.678, -0.764, -0.077)
C (-3.217, -1.345, 1.256)
H (-2.791, -2.334, 1.110)
H (-2.461, -0.713, 1.718)
H (-4.056, -1.421, 1.944)
C (-2.538, -0.769, -1.104)
N (-1.384, -0.012, -0.649)
C (-0.322, -0.694, -0.147)
N (-0.217, -1.989, -0.055)
N (0.980, -2.244, 0.497)
C (1.599, -1.128, 0.737)
N (0.807, -0.061, 0.341)
C (0.908, 1.325, 0.302)
C (2.016, 2.044, 0.742)
C (2.031, 3.423, 0.669)
C (0.945, 4.121, 0.161)
C (-0.155, 3.422, -0.282)
C (-0.189, 2.029, -0.220)
C (-1.402, 1.360, -0.722)
O (-2.359, 1.954, -1.179)
H (-1.020, 3.921, -0.691)
H (0.966, 5.199, 0.108)
H (2.904, 3.958, 1.012)
H (2.885, 1.539, 1.121)
C (2.968, -1.151, 1.324)
C (3.969, -1.689, 0.296)
C (4.028, -0.851, -0.955)
O (3.350, 0.111, -1.197)
O (4.952, -1.313, -1.805)
H (4.967, -0.782, -2.617)
H (4.972, -1.750, 0.720)
H (3.671, -2.697, -0.003)
H (2.946, -1.842, 2.170)
H (3.278, -0.175, 1.686)
H (-2.200, -1.788, -1.290)
H (-2.884, -0.304, -2.031)
H (-3.997, 0.273, 0.072)

Properties
2S+1 = 1
LUMO energy = 0.4 eV
E_HOMO = -0.314 hartree

Q: Number 3 is which compound?
A: C16H18N4O3

Q: Which formula does entry 3 have?
A: C16H18N4O3

Q: Look up the LUMO energy of the third one.
A: 0.4 eV

Q: What is the formula in the first record?
A: C16H18N2O6